Record 1
Below is C50H37HgN5O6PSTe as an isolated structure, with properties calculated with ωB97M-V/def2-TZVPD.

```
! RIJCOSX wB97M-V def2-TZVPD def2/J DEFGRID3
* xyz -2 2
Hg 0.41 -0.19 -0.52
C -1.72 -3.12 -1.18
C -2.55 -1.88 -1.32
C -3.73 -1.91 -2.06
C -4.45 -0.74 -2.22
C -3.99 0.42 -1.62
C -2.82 0.36 -0.88
N -2.12 -0.76 -0.74
C -2.27 1.59 -0.24
C -3.06 2.72 -0.06
C -2.49 3.88 0.41
C -1.16 3.87 0.76
C -0.46 2.67 0.70
N -0.99 1.59 0.14
C 1.00 2.67 1.06
C 1.52 3.61 1.93
C 2.89 3.65 2.11
C 3.69 2.78 1.40
C 3.09 1.85 0.55
C 3.91 0.90 -0.28
N 1.77 1.79 0.43
H -2.31 -3.92 -0.73
H -0.86 -2.93 -0.55
H -1.38 -3.45 -2.16
H -4.06 -2.83 -2.52
H -5.35 -0.72 -2.82
H -4.50 1.36 -1.79
H -4.12 2.69 -0.30
H -3.07 4.79 0.47
H -0.66 4.78 1.09
H 0.87 4.27 2.49
H 3.33 4.37 2.80
H 4.77 2.80 1.49
H 4.76 1.43 -0.73
H 3.30 0.48 -1.08
H 4.30 0.08 0.33
C -1.49 -4.95 2.71
C -1.63 -3.81 3.49
C -0.77 -2.74 3.32
C 0.26 -2.79 2.37
C 0.38 -3.93 1.59
C -0.48 -5.01 1.76
P 1.30 -1.29 2.14
C 1.88 -1.01 3.86
C 1.95 -1.98 4.85
C 2.42 -1.66 6.12
C 2.81 -0.36 6.41
C 2.75 0.62 5.43
C 2.28 0.29 4.16
C 2.79 -2.06 1.37
C 3.90 -2.40 2.10
C 5.00 -3.05 1.51
C 4.95 -3.40 0.19
C 3.84 -3.05 -0.61
C 3.81 -3.42 -1.98
C 2.76 -3.05 -2.77
C 1.74 -2.23 -2.23
C 1.72 -1.84 -0.92
C 2.77 -2.30 -0.05
H -2.17 -5.79 2.84
H -2.41 -3.75 4.24
H -0.89 -1.85 3.92
H 1.16 -4.00 0.83
H -0.37 -5.89 1.14
H 1.65 -2.99 4.63
H 2.46 -2.43 6.88
H 3.16 -0.11 7.41
H 3.04 1.63 5.65
H 2.21 1.06 3.40
H 3.93 -2.18 3.16
H 5.86 -3.30 2.12
H 5.77 -3.95 -0.26
H 4.63 -4.00 -2.38
H 2.73 -3.33 -3.81
H 0.98 -1.87 -2.92
Te -1.34 1.23 3.45
C -1.63 1.56 5.51
C -2.05 2.70 6.14
C -2.15 2.57 7.56
C -1.81 1.33 8.00
S -1.35 0.33 6.68
H -2.28 3.60 5.60
H -2.48 3.37 8.21
H -1.80 0.96 9.01
O -1.32 0.64 -3.35
C -0.09 0.66 -3.47
O 0.74 0.94 -2.55
C 0.52 0.27 -4.81
C 1.88 0.48 -5.04
C 2.40 0.04 -6.24
C 1.66 -0.60 -7.22
C 0.29 -0.82 -6.97
C -0.27 -0.37 -5.76
N -0.48 -1.47 -7.92
O -1.71 -1.70 -7.66
O 0.06 -1.82 -9.02
N 3.84 0.26 -6.50
O 4.50 0.81 -5.64
O 4.31 -0.13 -7.56
H 2.49 0.96 -4.29
H 2.10 -0.94 -8.14
H -1.32 -0.53 -5.57
*
```

For the HOMO energy (alpha / beta), the calculation gives -0.4 / -2.0 eV. The calculation puts the energy at -103776.018 eV. The calculation puts the molar mass at 1195.11 u. Its max |F| is 0.72 eV/A. The frontier orbital gap (alpha / beta) is 4.002 / 5.648 eV.


Record 2
Below is C50H39F6N7O4PPdS2 as an isolated structure, with properties calculated with ωB97M-V/def2-TZVPD.

```
! RIJCOSX wB97M-V def2-TZVPD def2/J DEFGRID3
* xyz 3 5
Pd -0.56 -0.06 -0.18
C 3.76 3.02 -1.80
N 2.37 2.82 -1.39
C 1.88 1.73 -0.72
N 0.61 1.88 -0.41
C 0.24 3.12 -0.87
C 1.36 3.72 -1.50
C 1.48 5.05 -2.07
C 0.92 6.14 -1.38
C 1.02 7.41 -1.92
C 1.64 7.60 -3.15
C 2.19 6.52 -3.84
C 2.12 5.25 -3.30
C -1.05 3.73 -0.68
C -1.73 3.56 0.54
C -2.93 4.20 0.75
C -3.48 4.98 -0.27
C -2.84 5.14 -1.50
C -1.62 4.54 -1.70
P 2.92 0.27 -0.30
C 2.09 -0.16 1.29
N 0.83 -0.54 1.42
C 0.64 -0.89 2.74
C 1.86 -0.69 3.42
N 2.74 -0.23 2.49
C 4.17 0.02 2.71
C 2.19 -1.00 4.80
C 1.82 -2.25 5.33
C 2.11 -2.56 6.65
C 2.77 -1.63 7.44
C 3.14 -0.39 6.93
C 2.87 -0.08 5.61
C -0.58 -1.40 3.28
C -0.97 -1.09 4.62
C -2.13 -1.61 5.13
C -2.92 -2.45 4.33
C -2.55 -2.76 3.01
C -1.41 -2.23 2.48
C 2.11 -0.95 -1.33
N 0.79 -1.14 -1.40
C 0.56 -2.23 -2.18
C 1.78 -2.73 -2.60
N 2.74 -1.91 -2.07
C 4.18 -2.02 -2.30
C 2.06 -3.88 -3.47
C 1.42 -3.98 -4.70
C 1.65 -5.08 -5.51
C 2.53 -6.07 -5.10
C 3.16 -5.98 -3.87
C 2.93 -4.89 -3.05
C -0.79 -2.74 -2.48
C -1.68 -1.95 -3.19
C -2.93 -2.46 -3.54
C -3.28 -3.75 -3.16
C -2.39 -4.53 -2.44
C -1.14 -4.04 -2.11
H 4.42 2.51 -1.10
H 3.93 2.63 -2.80
H 3.98 4.09 -1.78
H 0.47 6.00 -0.41
H 0.61 8.26 -1.38
H 1.71 8.59 -3.57
H 2.66 6.67 -4.80
H 2.52 4.41 -3.85
H -1.29 2.95 1.32
H -3.44 4.10 1.69
H -4.44 5.47 -0.11
H -3.29 5.72 -2.29
H -1.12 4.63 -2.66
H 4.51 -0.62 3.52
H 4.72 -0.21 1.81
H 4.33 1.06 2.98
H 1.33 -2.98 4.70
H 1.84 -3.52 7.05
H 3.00 -1.87 8.47
H 3.64 0.33 7.56
H 3.14 0.89 5.22
H -0.36 -0.41 5.20
H -2.45 -1.35 6.13
H -3.84 -2.85 4.73
H -3.17 -3.42 2.42
H -1.10 -2.49 1.48
H 4.33 -2.45 -3.29
H 4.63 -1.04 -2.26
H 4.64 -2.67 -1.55
H 0.73 -3.20 -5.02
H 1.16 -5.15 -6.47
H 2.71 -6.93 -5.74
H 3.84 -6.76 -3.54
H 3.41 -4.83 -2.08
H -1.40 -0.96 -3.51
H -3.61 -1.86 -4.12
H -4.25 -4.15 -3.43
H -2.66 -5.54 -2.15
H -0.43 -4.66 -1.58
F -3.82 0.43 -2.41
C -4.55 0.10 -1.34
F -5.44 1.04 -1.10
F -5.14 -1.06 -1.53
S -3.39 0.00 0.12
O -2.40 1.08 -0.17
O -2.68 -1.28 -0.02
N -4.07 0.32 1.43
S -5.36 -0.43 2.06
O -6.07 -1.17 1.07
O -4.98 -1.03 3.30
C -6.37 1.05 2.50
F -7.48 0.63 3.06
F -5.69 1.82 3.34
F -6.65 1.74 1.40
*
```

For the HOMO energy (alpha / beta), the calculation gives -14.8 / -14.8 eV. The calculation puts the energy at -121821.975 eV. The calculation puts the molar mass at 1117.42 u. As for the energy above the lowest of the compared OMol25 structures with the same formula, charge and spin: 0.0 kcal per mole. Its max |F| is 0.39 eV/A. The frontier orbital gap (alpha / beta) is 7.345 / 3.929 eV.


Record 3
Below is C50H40IN2O3P2Re as an isolated structure, with properties calculated with ωB97M-V/def2-TZVPD.

```
! RIJCOSX wB97M-V def2-TZVPD def2/J DEFGRID3
* xyz 3 2
Re 0.13 -0.27 0.03
C -1.01 -0.69 -4.81
C -1.45 -1.75 -3.84
N -1.59 -2.96 -4.37
C -1.85 -4.01 -3.61
C -1.93 -3.96 -2.22
C -2.06 -5.25 -1.44
O -1.03 -5.28 -0.45
C -1.84 -2.70 -1.62
C -1.77 -2.69 -0.15
N -0.98 -1.98 0.61
C -0.55 -2.71 1.78
C -1.32 -3.03 2.88
C -0.78 -3.88 3.84
C 0.50 -4.41 3.69
C 1.28 -4.09 2.59
C 0.73 -3.24 1.64
I 1.74 -2.68 -0.13
C -1.63 -1.60 -2.47
O -1.72 -0.38 -1.78
H -1.67 -0.70 -5.68
H -0.02 -0.96 -5.17
H -0.97 0.32 -4.42
H -1.96 -4.96 -4.13
H -1.96 -6.09 -2.13
H -3.04 -5.32 -0.97
H -0.84 -6.20 -0.22
H -2.23 -3.54 0.32
H -2.32 -2.64 2.98
H -1.37 -4.15 4.71
H 0.90 -5.07 4.45
H 2.27 -4.50 2.48
O -0.44 1.90 0.66
C -1.84 1.90 0.72
C -2.55 2.07 1.89
C -3.93 2.00 1.85
C -4.60 1.76 0.65
C -3.88 1.59 -0.51
C -2.48 1.67 -0.49
P -1.64 1.22 -2.00
C -2.64 1.82 -3.34
C -3.36 1.00 -4.20
C -4.15 1.58 -5.19
C -4.21 2.96 -5.32
C -3.50 3.78 -4.44
C -2.73 3.22 -3.44
C 0.13 1.54 -2.11
C 0.99 0.44 -2.33
C 2.36 0.67 -2.52
C 2.86 1.95 -2.50
C 2.01 3.04 -2.28
C 0.65 2.84 -2.08
C 0.21 2.55 1.74
C -0.11 3.86 2.05
C 0.53 4.45 3.13
C 1.46 3.73 3.88
C 1.79 2.44 3.51
C 1.17 1.84 2.41
P 1.74 0.28 1.71
C 2.11 -0.72 3.16
C 3.40 -1.12 3.53
C 3.59 -1.79 4.73
C 2.52 -2.02 5.58
C 1.25 -1.60 5.23
C 1.04 -0.96 4.02
C 3.31 0.78 0.92
C 4.25 -0.16 0.47
C 5.44 0.24 -0.10
C 5.73 1.60 -0.23
C 4.81 2.54 0.21
C 3.61 2.13 0.78
H -2.04 2.24 2.83
H -4.50 2.13 2.76
H -5.68 1.71 0.63
H -4.40 1.41 -1.45
H -3.34 -0.08 -4.10
H -4.72 0.94 -5.86
H -4.81 3.40 -6.09
H -3.57 4.86 -4.53
H -2.21 3.87 -2.74
H 0.60 -0.53 -2.58
H 3.01 -0.17 -2.73
H 3.91 2.13 -2.68
H 2.41 4.04 -2.27
H 0.01 3.69 -1.92
H -0.86 4.41 1.48
H 0.29 5.47 3.41
H 1.94 4.19 4.73
H 2.55 1.89 4.06
H 4.25 -0.90 2.90
H 4.59 -2.10 5.01
H 2.69 -2.52 6.53
H 0.41 -1.77 5.90
H 0.04 -0.62 3.75
H 4.07 -1.22 0.59
H 6.16 -0.50 -0.42
H 6.68 1.91 -0.65
H 5.03 3.59 0.13
H 2.92 2.89 1.12
*
```

For the HOMO energy (alpha / beta), the calculation gives -15.5 / -15.3 eV. The calculation puts the energy at -90403.988 eV. The calculation puts the molar mass at 1091.94 u. As for the energy above the lowest of the compared OMol25 structures with the same formula, charge and spin: 39.8 kcal per mole. Its max |F| is 0.76 eV/A. The frontier orbital gap (alpha / beta) is 7.138 / 6.258 eV.


molar mass of number 2 (C50H39F6N7O4PPdS2)?
1117.42 u